C48H104O12S6 | ωB97M-V/def2-TZVPD

## Properties
Electronic energy   -5183.20158 Ha
SMILES string   O=S1(=O)CCCC1.O=S1(=O)CCCC1.O=S1(=O)CCCC1.O=S1(=O)CCCC1.O=S1(=O)CCCC1.O=S1(=O)CCCC1.CCCCCC.CCCCCC.CCCCCC.CCCCCC

Last column: Mulliken charge in e.
Positions of all 170 atoms, in Å:
H (-0.086911, -4.776888, -0.197010)  0.520
C (1.412205, 2.720676, 5.366925)  0.625
H (5.907946, 5.285693, 3.393967)  0.465
C (-3.838512, -6.616280, 0.516835)  -1.415
H (0.270764, 3.039390, -6.821658)  0.385
H (-7.784949, -4.968682, 0.340536)  0.412
H (0.838110, -1.427244, -3.505497)  -0.800
H (-1.387094, -2.265423, 4.742891)  0.383
H (-3.860767, -2.248278, -0.600425)  -0.275
H (-1.026597, 0.383022, -2.082248)  -0.609
H (-9.523429, -3.717859, 1.293668)  0.399
H (3.538144, -5.414201, 1.601844)  0.401
H (-1.769663, -6.435494, 1.010728)  0.422
H (-3.828709, -1.509162, -5.355666)  0.501
C (-9.429960, -2.848505, -0.659004)  -1.193
S (0.991724, 5.256673, 6.111829)  1.117
O (1.451657, 6.299630, 5.219105)  -0.601
C (5.732984, 4.472529, 2.691366)  -0.944
O (5.645725, -2.398268, 0.113435)  -0.765
H (3.126363, 5.560829, 2.625695)  0.384
H (-2.345418, 0.372019, 0.066263)  0.152
H (-1.541050, 4.771266, 2.497588)  0.185
H (-0.453377, -2.367162, 2.591422)  -0.353
H (2.125430, 0.627939, -4.321863)  0.600
H (-1.618112, -4.579742, -3.331783)  0.404
O (5.638053, 6.810715, 1.477543)  -0.673
H (-1.031652, -3.444951, 0.327779)  -0.567
C (-0.502926, -0.015330, 1.254955)  -1.024
H (7.236353, -1.187935, -1.566423)  0.454
O (1.946379, 1.113208, 1.123768)  -0.360
H (0.524915, 5.874742, 1.653082)  -0.485
O (6.416479, 4.843132, 0.097447)  -0.640
H (-0.419334, 1.903054, -4.666881)  -0.033
C (1.989330, -3.937687, 2.074766)  0.369
H (-2.253612, 0.382329, -6.582428)  0.424
H (1.861852, -3.464542, 1.097987)  -0.258
S (3.750960, -0.796004, -5.546739)  1.073
C (-0.622612, -3.400255, -1.792479)  2.151
H (-0.155596, -0.608935, 6.035983)  0.394
H (-2.194746, -2.091659, -4.948100)  0.312
H (4.389874, 2.785892, 2.582830)  0.013
C (-0.293557, -2.294757, 4.758682)  -1.192
H (-4.111473, -2.950925, -3.499533)  0.297
C (-5.901222, -2.006411, 0.252485)  -0.797
O (-0.048365, 2.609722, 1.645599)  -0.551
C (-0.337761, 6.501377, 1.874232)  0.233
S (-1.930049, 7.200687, -0.190601)  1.118
H (3.875816, -4.569025, 3.069911)  0.362
H (2.075808, 2.626110, 4.507178)  0.057
C (-0.063231, 2.003081, -6.752015)  -1.249
S (0.549675, 1.456744, 0.993903)  1.022
C (-7.501133, -3.959594, 0.645667)  -0.910
H (-4.632560, -1.339302, -3.219037)  0.582
O (3.749117, -1.346933, -1.162440)  -0.363
C (6.375359, 1.063077, -0.419801)  -0.482
H (-8.748963, -2.351606, -1.353883)  0.281
H (-0.162901, 6.998307, 2.827224)  0.474
H (-3.601774, -7.648977, 0.239344)  0.400
H (3.225221, 4.488488, 6.071058)  0.174
H (-3.124356, -1.946651, -2.427871)  -0.114
H (1.350684, 2.585487, 7.521720)  0.405
C (0.293432, 3.764729, 5.270434)  -0.073
C (-0.449111, 7.622371, 0.798865)  -0.747
C (-1.395210, -0.161486, 0.030532)  0.614
H (0.046249, -5.069474, -3.024431)  0.330
C (-4.687216, -1.541435, -0.548417)  0.104
S (5.098901, -1.272299, -0.616820)  0.848
H (-1.883649, 0.081521, -3.611039)  -0.897
H (1.047788, 1.890738, -1.296366)  0.716
H (-0.506706, 1.797195, -7.729655)  0.368
C (-2.568294, -5.764175, 0.684944)  -0.312
H (3.897955, 4.011436, 0.206270)  0.257
C (-8.806528, -3.135788, 0.713901)  -0.476
O (0.087922, 5.605058, 7.174074)  -0.687
H (-8.646434, -2.160980, 1.176942)  0.279
C (-0.935322, -4.150713, -0.504514)  0.136
H (-0.388306, -3.585690, -3.943551)  0.203
H (-0.954196, -0.088975, 2.238848)  0.658
H (3.060480, -0.453853, -3.272269)  -0.270
H (2.378811, 3.993567, 2.118801)  -0.617
C (-2.519901, -0.038215, -4.497276)  0.712
H (3.295846, 5.692595, 0.272284)  0.519
C (2.052105, 2.908179, 6.750917)  -0.965
C (2.418154, 4.379831, 6.796067)  -0.613
C (-2.140256, -5.072094, -0.620312)  -0.588
H (-0.563208, 8.652312, 1.120886)  0.382
C (-0.489134, 0.195873, -1.153182)  1.060
C (-3.726620, -1.938473, -3.335764)  -0.821
C (5.217464, 0.338103, 0.294166)  -0.329
C (1.631603, -2.998806, 3.200951)  -0.355
C (2.382450, -2.781878, -4.361127)  -0.479
C (0.166478, 1.525283, -0.772649)  -1.266
H (6.258294, 2.142414, -0.308980)  0.071
H (-4.383066, -0.592716, -0.104340)  0.154
H (2.015743, -1.985507, 3.072054)  0.094
O (5.124807, -0.517445, -5.146119)  -0.652
C (0.275883, -0.903627, 5.078292)  -0.724
H (-0.032191, 4.022516, 4.262785)  -0.378
C (4.373021, 3.810146, 2.960913)  0.156
C (-1.630225, 0.361292, -5.681587)  -0.703
H (-3.226674, 5.372405, 0.363727)  0.528
C (-6.439554, -3.359348, -0.252890)  0.490
H (0.395067, 7.571906, 0.112197)  0.364
C (2.541379, -0.372326, -4.230672)  -0.155
H (-1.343788, -2.581176, -1.903755)  -1.161
H (-3.354121, 0.658001, -4.386590)  0.551
H (-4.419065, -6.245293, -0.331488)  0.312
H (-0.009106, -2.986326, 5.553827)  0.378
H (1.362822, -0.873797, 5.106064)  0.309
H (-3.009486, -4.447256, -0.864209)  0.008
C (3.515892, -2.614982, -5.364024)  -0.875
H (5.391427, 1.077253, -2.316756)  0.091
H (4.141771, 3.863733, 4.022301)  -0.162
H (1.814915, -3.686106, -4.575144)  0.461
H (-1.611335, 4.766556, -0.040621)  -0.034
H (1.332347, -4.805788, 2.172828)  0.301
C (6.273492, -0.834063, -1.942319)  -0.790
H (-2.371972, 6.270676, 2.492630)  0.416
S (5.551944, 5.402889, 1.118226)  1.129
O (-1.677763, 7.149683, -1.619205)  -0.663
H (5.390840, 0.046044, 1.323903)  0.590
C (0.075388, -2.886695, 3.390745)  0.170
H (-7.135456, -3.981600, 1.675728)  0.290
H (-1.723888, -1.190628, -0.133758)  -0.639
C (-0.621359, -4.208070, -3.075642)  -1.663
H (-2.766936, -4.998692, 1.438874)  0.230
H (-6.692613, -1.256492, 0.318989)  0.392
C (3.448584, -4.434924, 2.068312)  -1.305
H (0.216621, -0.830084, 1.129776)  0.015
H (-1.952747, -5.868410, -1.340762)  0.307
H (5.990814, -1.382095, -2.835665)  0.276
H (2.641227, 4.822141, 7.762770)  0.495
H (4.103542, -3.685598, 1.623895)  0.116
H (-0.632978, 2.250062, -0.945918)  0.180
H (6.572833, 3.786420, 2.666892)  0.415
C (-1.011674, 1.757657, -5.576861)  -0.102
H (-10.231644, -2.109607, -0.572998)  0.367
H (7.155163, 1.123247, -2.452477)  0.565
H (-5.586840, -2.128111, 1.297640)  0.341
H (-9.834790, -3.748162, -1.122745)  0.304
O (3.220813, -0.316713, -6.814033)  -0.688
H (-4.431007, -6.728581, 1.422497)  0.359
H (0.277179, -0.559370, -1.336524)  -0.408
H (-0.070424, -0.178620, 4.337159)  0.039
H (-5.036376, -1.361810, -1.569383)  0.136
H (4.260852, 0.771236, 0.015718)  -0.081
C (-3.029236, -1.474456, -4.609941)  -0.758
H (4.455412, -2.976137, -4.956173)  0.445
O (-2.999801, 8.042076, 0.312647)  -0.649
H (3.334621, -3.033105, -6.351554)  0.438
H (-5.544976, -3.993087, -0.227318)  -0.610
H (-6.731657, -3.255714, -1.298685)  0.397
C (1.531197, -1.521591, -4.342511)  0.911
H (0.956290, -1.460991, -5.269877)  -0.024
H (0.941487, 1.732793, 5.374969)  -0.454
C (-1.641097, 5.689535, 1.921767)  -0.634
H (2.846398, -2.829121, -3.371490)  0.153
C (3.843776, 4.923025, 0.808728)  -0.772
H (0.357860, -2.926237, -1.671764)  -0.150
H (7.349332, 0.782628, -0.013510)  0.347
H (-0.840875, -0.366464, -5.879271)  0.123
C (6.326514, 0.686322, -1.901621)  -0.563
H (1.905489, -3.416755, 4.172616)  0.464
H (2.902238, 2.229798, 6.835332)  0.426
C (-2.158536, 5.535172, 0.505021)  -0.478
H (-0.590733, 3.413530, 5.797700)  0.540
H (-0.276494, -3.922064, 3.360884)  0.530
C (3.295991, 4.573640, 2.180779)  0.490
H (-1.796584, 2.517087, -5.544386)  0.440
H (0.797705, 1.338250, -6.650982)  0.187

Forces on atoms 1 to 2 (eV/Å):
H 0.135 0.098 -0.223
C -1.260 -1.209 0.276